Below is a molecular structure, C47H38Br2N6NaO5PS2, with properties calculated with ωB97M-V/def2-TZVPD.

The geometry in XYZ format:
```
102
Properties=species:S:1:pos:R:3:mulliken_charge:R:1
Na 0.8674 0.0049 -0.1213 0.8631
Br 3.4543 5.2305 4.7018 -0.2765
C 2.0715 4.3711 3.7075 -0.1104
C 1.8820 3.0066 3.8482 -0.5093
C 0.9039 2.3813 3.0960 0.3559
C 0.1292 3.1059 2.1922 -0.1060
C 0.3192 4.4813 2.0869 -0.4163
C 1.2906 5.1149 2.8439 -0.5328
N -0.8452 2.4375 1.4102 0.9702
C -1.1037 2.8654 0.0488 -1.2619
C -1.5743 2.0065 -0.9235 1.2155
C -1.7485 2.4461 -2.2884 -1.4397
C -2.2012 1.5728 -3.2287 -0.0722
C -2.5123 0.2378 -2.8774 -1.2297
C -2.3098 -0.1100 -1.5552 -0.0655
N -1.8761 0.7111 -0.6066 -0.0544
H 2.5047 2.4317 4.5209 0.4217
H 0.7585 1.3111 3.1735 -0.1179
H -0.2803 5.0533 1.3963 0.4504
H 1.4466 6.1803 2.7461 0.3982
H -0.6214 3.7898 -0.2110 0.1289
H -1.5099 3.4716 -2.5466 0.3860
H -2.3231 1.9102 -4.2544 0.3502
H -2.8699 -0.4871 -3.5972 0.4883
H -2.4941 -1.1329 -1.2299 0.4280
Br -1.8248 1.2676 -8.0884 -0.2475
C -1.2046 -0.4224 -7.4739 -0.0383
C -0.3050 -1.1381 -8.2448 -0.5320
C 0.1366 -2.3691 -7.7896 -0.1017
C -0.2851 -2.8829 -6.5636 -0.2888
C -1.2008 -2.1428 -5.8105 0.2916
C -1.6609 -0.9190 -6.2638 -0.2750
N 0.1245 -4.2067 -6.2623 -0.7810
N 0.2734 -4.6392 -5.0835 -0.4903
C 0.4037 -3.8851 -3.9354 0.1400
C -0.0631 -4.5449 -2.7902 -0.2362
C -0.2364 -3.9320 -1.5745 -1.3464
C 0.1011 -2.5604 -1.3822 0.0403
O -0.0717 -1.9556 -0.3063 -0.1561
C 0.7414 -1.8847 -2.5424 0.5872
N 1.1549 -0.6184 -2.3279 0.3434
C 1.8152 0.0099 -3.2749 -0.4297
C 2.1629 -0.6116 -4.4805 -1.3686
C 1.7291 -1.8872 -4.7220 -0.4120
C 0.9319 -2.5529 -3.7681 0.2161
H 0.0404 -0.7425 -9.1905 0.3892
H 0.8267 -2.9580 -8.3814 0.4269
H -1.5470 -2.5127 -4.8548 0.3646
H -2.3505 -0.3447 -5.6597 0.2920
H -0.3629 -5.5782 -2.9296 0.4002
H -0.6590 -4.4644 -0.7316 0.4313
H 2.1064 1.0345 -3.0712 0.5455
H 2.7680 -0.0803 -5.2039 0.4410
H 2.0067 -2.3917 -5.6357 0.6531
O 3.2979 -0.0777 0.6525 -0.7695
C 3.2998 1.1078 0.3221 0.5027
N 2.2578 1.7721 -0.2256 -0.1337
S 2.7543 3.1648 -0.8785 1.0767
O 1.9531 4.2910 -0.4792 -0.6181
O 3.0092 3.0301 -2.2954 -0.8139
C 4.3327 3.2134 -0.0619 0.1825
C 5.2826 4.2113 0.0081 -0.7081
C 6.4491 3.9304 0.7113 -0.4580
C 6.6463 2.6845 1.3027 -0.6012
C 5.6785 1.6908 1.2099 -0.4573
C 4.5145 1.9821 0.5234 -0.0319
H 5.1181 5.1758 -0.4535 0.4635
H 7.2133 4.6921 0.8059 0.3882
H 7.5626 2.4943 1.8481 0.3830
H 5.8105 0.7169 1.6635 0.4850
C -7.2888 -0.7043 5.3456 -0.7348
C -7.3043 -2.1779 5.6660 0.6037
O -8.2681 -2.7211 6.1539 -0.5966
S -5.8525 -3.1708 5.3828 -0.1506
C -4.7107 -2.0991 4.5655 -0.5663
C -4.7536 -1.9343 3.1791 -0.2628
C -3.9164 -1.0388 2.5492 -0.5677
C -2.9972 -0.2660 3.2873 0.5503
C -2.9308 -0.4777 4.6773 -0.3097
C -3.7740 -1.3746 5.3009 -0.3268
C -2.1875 0.6809 2.6409 -0.5268
C -1.5385 1.5128 2.0436 -0.2086
H -8.2466 -0.4490 4.8945 0.2943
H -6.4711 -0.4043 4.6994 0.2159
H -7.2066 -0.1672 6.2925 0.2241
H -5.4557 -2.5189 2.5969 0.3890
H -3.9407 -0.9191 1.4740 0.5558
H -2.2101 0.0849 5.2570 0.4631
H -3.7154 -1.5168 6.3735 0.4026
C 2.5753 -0.9896 3.6984 -1.3462
P 1.3210 -1.4011 2.4087 1.6839
C 2.0974 -2.9112 1.7124 -1.3409
C 0.0682 -2.2037 3.4913 -1.5201
H 2.7837 -1.8456 4.3472 0.4785
H 2.2098 -0.1658 4.3163 0.3074
H 3.4935 -0.6667 3.2071 0.2286
H 2.5315 -3.5309 2.5032 0.4462
H 2.8728 -2.6252 1.0024 0.2790
H 1.3333 -3.4754 1.1787 0.2854
H 0.5050 -2.9962 4.1073 0.4893
H -0.7190 -2.6254 2.8643 0.3219
H -0.3936 -1.4600 4.1407 0.2262
```

Calculated values
Total charge: -2
Electronic energy (hartree): -8966.6839
E_LUMO (eV): 3.41
Relative energy (zero: lowest compared OMol25 entry of this formula, charge and spin) (kcal per mole): 2.6
Molecular weight (g mol⁻¹): 1044.764
Orbital gap (eV): 4.08



Below is a molecular structure, C47H38BrKN9O5Se, with properties calculated with ωB97M-V/def2-TZVPD.

The geometry in XYZ format:
```
102
Properties=species:S:1:pos:R:3:mulliken_charge:R:1
K 0.1088 -0.5635 0.1777 1.3068
C 3.7157 2.8412 -1.4030 -0.6775
O 4.3431 2.2635 -0.2643 -0.4754
C 3.6551 2.4371 0.9226 -0.3683
C 4.3054 3.0767 1.9493 -0.2889
C 3.7127 3.1806 3.2124 -0.9871
C 2.4520 2.6462 3.3843 -0.5928
C 1.7344 2.0240 2.3505 0.1764
C 0.4596 1.4187 2.7678 -1.1628
N -0.5586 1.0926 2.0643 1.1791
N -1.5742 0.5162 2.8276 -0.2268
C -2.3658 -0.3162 2.1785 -0.1135
O -2.2897 -0.7540 0.9960 -1.0268
C -3.5504 -0.7653 3.0086 0.3688
C -3.7251 -0.3904 4.3385 -0.0773
C -4.8593 -0.7795 5.0356 -0.6877
C -5.8382 -1.5444 4.4130 -0.3686
C -5.6688 -1.9251 3.0887 -0.6616
C -4.5302 -1.5392 2.3948 -0.4326
C 2.3367 1.8662 1.0524 1.0034
O 1.8232 1.2305 0.0799 -0.6238
H 4.4470 2.8065 -2.2099 0.2686
H 3.4513 3.8848 -1.2042 0.3094
H 2.8150 2.2910 -1.6745 0.0831
H 5.2956 3.4763 1.7563 0.5253
H 4.2281 3.6685 4.0289 0.3827
H 1.9809 2.7022 4.3611 0.3893
H 0.3879 1.2123 3.8425 0.2512
H -2.9593 0.2142 4.8044 0.4506
H -4.9840 -0.4810 6.0701 0.3787
H -6.7254 -1.8442 4.9583 0.3923
H -6.4253 -2.5259 2.5971 0.3913
H -4.3719 -1.8224 1.3618 0.4540
C 3.4669 -1.1982 -0.9711 -0.1677
O 2.1932 -1.4589 -1.5553 0.0154
C 2.1145 -1.4293 -2.9037 -0.0241
C 3.1963 -1.6365 -3.7394 -0.2035
C 2.9930 -1.6101 -5.1133 -0.3206
Br 4.4858 -1.8856 -6.2551 -0.2416
C 1.7517 -1.4157 -5.6605 -0.8035
C 0.6485 -1.2214 -4.8180 0.5970
C 0.8378 -1.1794 -3.4393 0.0749
O -0.1553 -0.9458 -2.5270 -0.5280
C -0.6652 -1.1012 -5.4754 0.1823
N -0.8001 -0.8752 -6.7579 -0.7412
C -2.1619 -0.8845 -6.9875 0.4902
C -2.8737 -0.6870 -8.1712 -0.7616
C -4.2514 -0.7469 -8.1135 -0.4720
C -4.9244 -0.9957 -6.9051 -0.4859
C -4.2373 -1.1939 -5.7239 -0.8491
C -2.8491 -1.1365 -5.7934 0.6807
N -1.8662 -1.2842 -4.8422 0.2001
H 3.9311 -0.3239 -1.4292 0.5420
H 4.1200 -2.0719 -1.0534 0.4478
H 3.2733 -0.9663 0.0716 -0.7682
H 4.1828 -1.8070 -3.3355 0.5348
H 1.5891 -1.4213 -6.7278 0.5907
H -0.6629 -0.1275 -2.7021 -0.0236
H -2.3507 -0.4914 -9.0981 0.4269
H -4.8309 -0.5955 -9.0153 0.3698
H -6.0065 -1.0258 -6.9008 0.3773
H -4.7476 -1.3678 -4.7864 0.3742
H -2.0128 -1.4712 -3.8631 0.1485
N 10.1202 -0.0792 3.4705 -0.5570
C 9.0260 -0.3907 3.3059 0.0483
C 7.6603 -0.7936 3.1059 0.3369
C 6.7041 0.1365 2.7042 -1.0880
C 5.3948 -0.2579 2.5055 0.7031
C 5.0368 -1.5829 2.7265 0.2828
C 5.9843 -2.5152 3.1349 -0.5637
C 7.2965 -2.1222 3.3170 -0.7928
N 3.6957 -1.9766 2.5272 0.3711
C 3.2338 -3.1847 2.0414 -0.1662
C 1.8862 -3.0400 1.9272 -0.9740
N 1.4997 -1.7789 2.3293 -0.3259
C 2.6018 -1.1739 2.6780 -0.7559
H 6.9833 1.1669 2.5313 0.5241
H 4.6646 0.4662 2.1636 0.0821
H 5.6902 -3.5384 3.3254 0.4869
H 8.0417 -2.8382 3.6352 0.4558
H 3.8967 -3.9956 1.7977 0.4257
H 1.1665 -3.7604 1.5742 0.4858
H 2.6765 -0.1639 3.0504 0.8107
C -5.6965 0.7736 -1.1472 -0.8199
N -4.6617 1.4088 -0.3668 0.3526
C -3.3699 1.5755 -0.7361 -0.3517
Se -2.6920 1.1926 -2.4087 -0.2962
N -2.7337 2.1736 0.2903 0.3343
C -3.6151 2.3786 1.3419 0.4603
C -3.4460 2.9292 2.6023 -0.7219
C -4.5613 2.9719 3.4197 -0.6960
C -5.8012 2.4786 2.9978 -0.5575
C -5.9676 1.9312 1.7376 -0.5304
C -4.8459 1.8941 0.9219 0.4308
H -5.2288 0.2775 -1.9929 0.0752
H -6.4142 1.5100 -1.5125 0.3214
H -6.2086 0.0394 -0.5250 0.3360
H -1.7223 2.1532 0.4056 0.0931
H -2.4769 3.2677 2.9383 0.3719
H -4.4673 3.3760 4.4191 0.3982
H -6.6436 2.5122 3.6761 0.3933
H -6.9210 1.5364 1.4133 0.4156
```

Calculated values
Total charge: -1
Electronic energy (hartree): -8258.4092
E_LUMO (eV): 1.82
Relative energy (zero: lowest compared OMol25 entry of this formula, charge and spin) (kcal per mole): 29.5
Molecular weight (g mol⁻¹): 1006.841
Orbital gap (eV): 6.17



Below is a molecular structure, C47H38Cl3N2O4P2Sc in a non-equilibrium geometry, with properties calculated with ωB97M-V/def2-TZVPD.

The geometry in XYZ format:
```
97
Properties=species:S:1:pos:R:3:mulliken_charge:R:1
Sc -0.1757 0.8699 0.4749 -1.7814
O 5.2877 1.0179 0.1436 -0.7074
C 5.0326 0.6447 1.4076 0.4706
C 6.1117 0.4255 2.2663 -0.7012
C 5.9068 0.0738 3.5850 -0.4416
C 4.6197 -0.1036 4.0727 -1.0885
C 3.5474 0.0752 3.2272 -0.5024
C 3.7287 0.4526 1.8965 0.4529
C 2.5325 0.6485 1.0621 1.0015
O 1.3950 0.2322 1.4914 0.1247
N 2.6748 1.2408 -0.1062 -1.0289
N 1.4738 1.5229 -0.7169 1.3186
C 1.5215 2.1156 -1.8662 -0.5715
C 0.3701 2.6687 -2.5119 0.9561
C 0.5380 3.4205 -3.6850 -0.9001
C -0.5173 4.0805 -4.2682 -0.8654
C -1.7836 3.9978 -3.6903 -0.6857
C -1.9872 3.2481 -2.5604 -0.8870
C -0.9324 2.5504 -1.9365 -0.3437
O -1.1652 1.8049 -0.8936 1.3509
H 4.4282 1.2076 -0.3014 0.4354
H 7.1075 0.5606 1.8735 0.4616
H 6.7514 -0.0565 4.2456 0.4068
H 4.4554 -0.3666 5.1066 0.4394
H 2.5368 -0.0596 3.5809 0.4576
H 2.4985 2.2616 -2.3388 0.2621
H 1.5320 3.4931 -4.1097 0.4336
H -0.3711 4.6623 -5.1667 0.4088
H -2.6137 4.5242 -4.1396 0.4633
H -2.9678 3.1652 -2.1178 0.4776
C -1.3166 -2.9987 -1.9019 -0.7846
C -2.4383 -2.4824 -1.0055 -1.4436
P -2.3061 -0.6516 -0.6530 3.1603
C -3.7773 -0.3992 0.4146 -0.6363
C -3.8655 0.8307 1.0700 -0.2961
C -4.8711 1.0606 1.9908 -0.6305
C -5.7936 0.0651 2.2783 -0.7107
C -5.7107 -1.1552 1.6341 -0.8057
C -4.7123 -1.3876 0.7040 -0.3936
C -2.9276 -0.0713 -2.2741 0.4041
C -2.0105 0.1532 -3.2973 0.3195
C -2.4415 0.5437 -4.5526 -0.9205
C -3.7908 0.7435 -4.7886 -0.9032
C -4.7031 0.5548 -3.7657 -0.8335
C -4.2807 0.1317 -2.5191 -1.3209
C -0.0097 -3.2703 -1.1623 -1.0533
P 0.8041 -1.7914 -0.3353 2.3656
C 1.7057 -2.7473 0.9423 0.4051
C 2.7525 -3.6131 0.6403 -0.3999
C 3.3938 -4.3051 1.6510 -0.8747
C 2.9817 -4.1656 2.9661 -0.6250
C 1.9114 -3.3407 3.2664 -0.5399
C 1.2769 -2.6359 2.2601 -0.3905
C 2.1248 -1.4663 -1.5627 0.0252
C 3.4641 -1.3077 -1.2192 -0.5315
C 4.4055 -1.0136 -2.1902 -1.1493
C 4.0252 -0.8408 -3.5100 -1.0091
C 2.6894 -0.9574 -3.8547 -0.7535
C 1.7507 -1.2702 -2.8898 -0.4081
H -1.1675 -2.2929 -2.7231 0.2512
H -1.6412 -3.9462 -2.3436 0.3742
H -2.4259 -3.0083 -0.0480 0.6401
H -3.3976 -2.6651 -1.4992 0.7695
H -3.1292 1.6030 0.8549 0.5669
H -4.9288 2.0090 2.5026 0.4937
H -6.5733 0.2417 3.0033 0.4024
H -6.4137 -1.9442 1.8561 0.4308
H -4.6723 -2.3447 0.2083 0.3324
H -0.9493 0.0721 -3.0904 0.0441
H -1.7237 0.7007 -5.3438 0.4973
H -4.1242 1.0725 -5.7598 0.4082
H -5.7515 0.7434 -3.9355 0.4595
H -5.0061 -0.0232 -1.7334 0.3694
H 0.7135 -3.7171 -1.8494 0.5430
H -0.1932 -3.9917 -0.3593 0.6582
H 3.0771 -3.7395 -0.3826 0.5148
H 4.2240 -4.9541 1.4133 0.4430
H 3.4923 -4.7005 3.7535 0.4111
H 1.5718 -3.2375 4.2862 0.4490
H 0.4521 -1.9792 2.4962 -0.0087
H 3.7774 -1.4136 -0.1912 0.8983
H 5.4412 -0.9057 -1.9077 0.4965
H 4.7648 -0.6171 -4.2649 0.3883
H 2.3768 -0.7989 -4.8763 0.4991
H 0.7126 -1.3706 -3.1702 0.2288
Cl -2.7737 2.4591 7.1073 -0.2346
C -2.0954 2.4176 5.5211 0.3614
C -2.0741 1.2201 4.8238 -0.9883
C -1.5097 1.2066 3.5656 1.1117
Cl -1.4178 -0.2463 2.6297 -0.3051
C -0.9678 2.3467 2.9326 -0.8479
O -0.4798 2.3061 1.7420 0.1749
C -1.0232 3.5354 3.7024 0.4656
Cl -0.3707 4.9597 2.9877 -0.2326
C -1.5719 3.5778 4.9667 -0.7105
H -2.4940 0.3250 5.2518 0.4972
H -1.5944 4.5092 5.5100 0.4643
```

Calculated values
Electronic energy (hartree): -5048.5224
E_LUMO (eV): -0.14
Relative energy (zero: lowest compared OMol25 entry of this formula, charge and spin) (kcal per mole): 18.8
Molecular weight (g mol⁻¹): 908.094
Orbital gap (eV): 7.57



Below is a molecular structure, C47H38N6NaO5SSb, with properties calculated with ωB97M-V/def2-TZVPD.

The geometry in XYZ format:
```
99
Properties=species:S:1:pos:R:3:mulliken_charge:R:1
Na -0.4806 0.3650 -0.5778 1.3782
C -2.1666 -1.0281 3.8429 -0.9819
C -0.6865 -1.0218 4.0808 0.6781
C -0.1562 -0.4275 5.2240 -0.7294
C 1.2101 -0.4575 5.4305 -0.6322
C 2.0044 -1.0919 4.4923 -0.6680
C 1.4019 -1.6516 3.3657 0.2421
N 0.0866 -1.6167 3.1645 0.2243
Sb 2.7926 -2.7211 2.1009 0.6869
C 1.4390 -3.9722 0.9878 0.0805
C 1.3784 -5.2957 1.4190 -0.8836
C 0.5291 -6.1730 0.7607 -0.5993
C -0.2007 -5.7047 -0.3126 -0.9122
C -0.0666 -4.3697 -0.7040 0.6101
C -0.7984 -3.8478 -1.9010 -0.8673
N 0.7291 -3.5218 -0.0466 0.4486
C 3.5173 -1.2533 0.7005 0.2628
C 4.7859 -0.8118 1.0685 -0.8008
C 5.4159 0.1364 0.2790 -0.5940
C 4.7583 0.5824 -0.8461 -0.8110
C 3.4950 0.0739 -1.1557 0.4564
C 2.7790 0.5697 -2.3746 -0.6504
N 2.8853 -0.8370 -0.3909 0.2742
H -2.6652 -0.2834 4.4631 0.3384
H -2.3839 -0.8353 2.7933 -0.1586
H -2.5804 -2.0126 4.0789 0.3991
H -0.8188 0.0518 5.9336 0.3754
H 1.6480 0.0026 6.3088 0.3800
H 3.0794 -1.1410 4.6153 0.3608
H 1.9797 -5.6241 2.2582 0.3827
H 0.4459 -7.2066 1.0779 0.3680
H -0.8721 -6.3553 -0.8601 0.4664
H -1.7792 -4.3154 -1.9968 0.3833
H -0.9058 -2.7654 -1.8470 -0.3582
H -0.2288 -4.0646 -2.8079 0.5589
H 5.2556 -1.1832 1.9716 0.3743
H 6.3910 0.5259 0.5466 0.3702
H 5.1943 1.3378 -1.4878 0.4258
H 3.0327 1.6136 -2.5650 0.3674
H 3.0597 -0.0197 -3.2518 0.4895
H 1.7035 0.4791 -2.2554 -0.3881
O -3.8650 3.1430 0.4147 -0.7935
S -2.6024 2.5046 0.0733 0.7814
O -2.0077 2.9602 -1.1751 -0.5967
N -2.6083 0.9287 0.1997 0.0994
C -3.5124 0.2099 -0.5402 0.3706
C -4.4309 0.7127 -1.4534 -0.6463
C -5.3637 -0.1229 -2.0891 -1.0686
C -5.4220 -1.4690 -1.8513 -0.9723
C -4.4865 -2.0380 -0.9557 1.2422
C -4.4697 -3.4146 -0.6352 -0.9784
C -3.5400 -3.9039 0.2360 -0.9584
C -2.5873 -3.0105 0.7707 -0.3932
N -2.5738 -1.7334 0.4998 0.4219
C -3.5190 -1.2201 -0.3268 0.3154
C -1.4801 2.9872 1.3669 0.2691
C -0.8941 2.1025 2.2551 -0.5277
C -0.0106 2.5810 3.2136 0.1778
C 0.2802 3.9349 3.2813 -0.7710
C -0.3161 4.8184 2.3902 -0.3988
C -1.1977 4.3462 1.4321 -0.8459
H -4.4333 1.7689 -1.6805 0.5157
H -6.0610 0.3265 -2.7880 0.3554
H -6.1543 -2.1028 -2.3378 0.3492
H -5.2055 -4.0674 -1.0941 0.3475
H -3.5051 -4.9545 0.4988 0.4005
H -1.8048 -3.3676 1.4360 0.4562
H -1.0950 1.0450 2.1613 0.5120
H 0.4873 1.8827 3.8739 0.1881
H 1.0022 4.2981 4.0029 0.3305
H -0.0647 5.8719 2.4166 0.3527
H -1.6499 5.0188 0.7146 0.4318
O 3.9873 3.9900 1.6670 -0.8089
C 3.1659 4.4573 0.7143 0.2824
C 3.3153 5.7710 0.2628 -0.7427
C 2.4632 6.2722 -0.7074 -0.3659
C 1.4544 5.4804 -1.2466 -1.0330
C 1.3108 4.1736 -0.8032 -0.2106
C 2.1541 3.6472 0.1674 0.5286
C 1.9572 2.2335 0.6661 0.5679
O 2.7220 1.8566 1.6073 -0.8972
O 1.0738 1.5386 0.1361 -0.9215
H 3.6442 3.0305 1.8093 0.3488
H 4.1024 6.3788 0.6932 0.4372
H 2.5887 7.2952 -1.0471 0.3593
H 0.7790 5.8778 -1.9935 0.4503
H 0.5192 3.5407 -1.1875 0.3647
N -0.5210 -1.2833 -8.4412 -0.6831
C -0.5260 -1.1234 -7.2984 -0.0554
C -0.5306 -0.9248 -5.8789 0.4704
C 0.4052 -1.5773 -5.0699 -0.9639
C 0.3821 -1.3707 -3.6999 0.0985
C -0.5349 -0.5301 -3.0300 -0.0333
C -1.4479 0.1006 -3.9028 -0.9562
C -1.4641 -0.0763 -5.2806 -0.7949
H 1.1381 -2.2336 -5.5303 0.4289
H 1.1328 -1.8974 -3.1097 1.0454
H -2.1961 0.7731 -3.4869 0.3555
H -2.1917 0.4350 -5.9030 0.4150
```

Calculated values
Total charge: -2
Electronic energy (hartree): -3319.4040
E_LUMO (eV): 3.69
Relative energy (zero: lowest compared OMol25 entry of this formula, charge and spin) (kcal per mole): 3.8
Molecular weight (g mol⁻¹): 943.675
Orbital gap (eV): 5.85



relative energy (zero: lowest compared OMol25 entry of this formula, charge and spin) of number 1 (C47H38Br2N6NaO5PS2)?
2.6 kcal per mole



What is the E_LUMO in the first record?
3.41 eV



Number 1 is which compound?
C47H38Br2N6NaO5PS2



Which value of E_LUMO does entry 4 give?
3.69 eV